# 1
{"formula": "C54H144O18", "method": "the ωB97M-V functional and the def2-TZVPD basis", "species": ["H", "H", "H", "H", "C", "O", "H", "H", "C", "H", "H", "C", "H", "C", "C", "H", "H", "H", "H", "C", "C", "H", "H", "H", "C", "H", "H", "H", "H", "H", "H", "C", "H", "O", "C", "C", "C", "H", "C", "H", "C", "C", "H", "H", "H", "O", "H", "C", "C", "H", "H", "H", "H", "H", "H", "H", "H", "H", "H", "H", "H", "H", "H", "H", "C", "H", "O", "O", "H", "H", "O", "H", "H", "C", "O", "H", "C", "H", "H", "H", "H", "H", "H", "C", "C", "H", "C", "C", "H", "H", "H", "H", "H", "H", "C", "C", "O", "H", "H", "C", "H", "C", "C", "C", "H", "H", "C", "H", "C", "H", "H", "C", "H", "C", "C", "H", "H", "H", "H", "C", "C", "H", "H", "H", "H", "C", "C", "H", "C", "H", "C", "O", "H", "H", "H", "H", "C", "H", "H", "C", "H", "O", "C", "H", "C", "H", "H", "H", "O", "H", "H", "H", "H", "H", "H", "H", "H", "H", "H", "C", "H", "H", "H", "H", "O", "C", "H", "O", "C", "H", "H", "H", "H", "O", "H", "H", "O", "H", "H", "H", "C", "H", "H", "H", "H", "H", "H", "H", "H", "C", "H", "H", "C", "H", "O", "H", "H", "H", "H", "H", "H", "H", "H", "C", "C", "O", "H", "H", "H", "H", "H", "H", "C", "H", "O", "H"], "coordinates": [[-3.308, 0.434, 6.372], [1.583, -4.833, -1.368], [-3.592, 0.521, -3.545], [-0.661, 2.997, -1.240], [-4.489, -0.022, -3.221], [-5.548, -2.229, -0.278], [6.488, -1.073, -2.486], [3.289, -1.002, 4.644], [-1.103, 4.416, -2.552], [-2.181, 0.041, 4.055], [-0.774, 4.967, 5.056], [-6.722, -0.612, 2.666], [1.801, 4.065, 7.061], [3.949, -0.880, 3.837], [-2.321, -3.276, 0.411], [3.428, 5.393, 0.281], [-2.476, -2.201, 0.325], [-3.105, 3.140, -0.241], [3.476, -0.054, 3.257], [-1.407, -5.317, -0.753], [-1.741, 0.756, 4.754], [1.806, 2.074, 1.360], [-4.732, -2.653, 2.279], [-3.739, 1.710, 5.153], [-1.697, -3.810, -0.886], [-0.725, -6.347, 4.771], [3.423, 4.128, 1.897], [0.017, -3.937, -4.993], [-5.984, 1.146, -4.411], [-4.788, 1.613, -1.858], [4.032, 3.652, -2.945], [0.552, 1.457, -3.863], [-1.553, 1.513, 0.606], [-2.951, 1.984, 1.551], [4.145, 2.063, -4.360], [3.234, -4.347, 1.049], [-2.384, 3.771, -2.916], [0.715, -5.558, -4.481], [-2.851, 4.372, 1.464], [1.740, 7.750, -0.795], [6.428, -0.279, 3.228], [-6.494, -3.343, -0.506], [-1.789, 4.241, 1.610], [3.822, -0.981, 0.059], [-3.326, -3.681, 0.543], [1.653, -0.074, -5.413], [-0.400, 1.667, -3.339], [2.690, 7.216, -0.521], [1.296, 4.239, 5.001], [0.915, -4.092, 2.468], [1.708, 6.069, 1.864], [-6.568, -5.524, -0.124], [-4.819, -0.752, 0.819], [-1.149, -0.612, -0.594], [-2.435, 1.990, 6.393], [-1.695, -0.607, 1.806], [-3.204, 4.052, -2.230], [-3.308, 4.561, 2.449], [1.138, 0.222, -1.370], [4.093, -4.371, -0.980], [1.179, 4.691, -1.078], [1.755, -2.597, -6.526], [3.258, 2.155, -2.355], [-0.201, -1.522, 1.477], [-5.831, -4.698, -0.294], [1.593, -4.046, -4.019], [-0.684, 3.959, -1.303], [2.080, 4.989, -1.256], [-4.176, -1.890, -3.881], [0.253, -0.145, 4.701], [4.321, -6.263, -0.168], [2.261, 4.737, 4.848], [7.342, 0.009, 3.745], [5.141, 3.030, 1.226], [0.072, -4.495, 2.181], [-2.625, -2.800, -2.317], [0.984, -4.541, -4.832], [5.682, -0.768, 0.048], [2.978, -0.908, -2.558], [3.328, 7.179, -1.448], [-5.214, -1.989, -1.150], [2.496, -5.491, -5.942], [0.292, 5.853, 4.034], [0.471, 0.098, -4.626], [-7.165, -3.156, -1.840], [-0.631, -5.461, 0.009], [3.443, -1.917, -2.445], [-4.555, -1.920, 3.098], [5.619, 2.165, -6.003], [-5.187, -4.959, -1.130], [2.866, -3.457, -7.555], [-1.593, -5.209, 2.898], [-5.083, -2.351, 3.976], [-0.883, -5.721, -1.667], [4.118, 2.571, -2.926], [-1.156, 5.957, -2.516], [3.779, 2.583, 3.160], [1.210, -1.322, -0.544], [-1.655, -3.520, 1.231], [-0.705, 0.131, -5.661], [-0.312, 0.773, -6.443], [-3.445, 3.125, 0.818], [3.725, 3.093, 1.842], [-4.824, 0.531, -1.875], [1.637, 0.223, 0.307], [1.293, 1.432, -3.018], [3.543, -5.046, -0.308], [1.246, 4.479, 1.199], [-0.026, -6.014, 3.987], [-2.324, 2.677, -2.847], [-0.360, 4.141, -3.329], [-0.515, -0.055, 0.095], [-5.338, 4.020, 0.396], [4.786, -1.668, -1.811], [-2.916, 1.230, 5.723], [0.400, 3.105, 6.565], [2.798, -2.563, -1.869], [5.233, -2.641, -1.526], [-0.048, -3.194, 4.551], [2.466, 5.744, -0.144], [0.915, -0.255, -0.373], [-1.831, 1.968, 3.220], [6.159, 0.593, 2.603], [3.024, -5.177, 1.760], [5.778, 3.756, 1.721], [5.324, -0.507, 4.286], [-0.617, -0.498, 1.503], [5.660, 2.124, 1.346], [2.821, 2.275, 0.980], [-3.596, 1.200, 1.476], [1.421, 5.527, 0.975], [0.744, -5.059, -7.130], [-0.049, 0.168, 2.089], [-6.561, -3.308, -2.750], [2.486, -6.317, -1.676], [-1.827, 6.292, -1.722], [-5.198, -0.513, 2.743], [-5.364, -0.353, -5.121], [-7.104, -1.153, 1.786], [5.444, 2.591, -5.035], [-0.167, 6.425, -2.285], [1.244, 3.415, 3.854], [2.255, -5.591, -0.948], [2.645, 2.707, -0.005], [-5.624, 0.142, -4.205], [-3.504, -1.864, 3.234], [4.796, 0.225, -3.861], [0.499, 6.131, 5.757], [5.614, -1.081, -2.851], [-2.247, -6.018, -0.543], [-5.312, 3.198, 1.930], [0.915, -5.809, 4.473], [-7.171, 0.361, 2.523], [-5.206, -4.671, 0.576], [-0.868, -0.682, 6.064], [0.416, 2.890, 3.811], [-0.944, -0.864, -6.094], [3.213, -3.303, -5.768], [-7.160, -1.027, 3.578], [-0.942, -3.605, 4.098], [3.219, 7.838, 0.208], [-1.479, -2.904, 3.412], [5.724, -1.217, 4.981], [-0.721, -3.312, -0.998], [-4.120, -1.433, -3.014], [1.730, -4.726, -6.137], [-6.543, -0.341, -3.786], [-4.600, -0.078, 1.489], [-5.001, 3.149, 0.896], [4.989, 2.391, -2.343], [0.890, 2.284, -4.471], [-1.702, -3.819, 4.888], [5.257, 3.645, -5.180], [-0.784, 1.338, 0.054], [-7.663, -2.181, -1.943], [-1.650, 0.550, -5.243], [-1.243, 1.816, 3.955], [2.483, -0.015, -4.864], [4.164, -3.910, 1.466], [-5.755, 0.093, -1.569], [-0.540, 0.165, 5.445], [-5.351, 2.258, 0.425], [4.022, -1.753, 3.176], [-1.507, 6.380, -3.495], [3.300, 2.410, -4.965], [1.236, -5.021, -7.967], [4.489, 0.217, -1.054], [-4.975, 0.241, 3.522], [4.767, 1.308, 4.423], [4.700, -0.738, -0.610], [0.045, -6.906, 3.327], [5.067, -6.039, 0.362], [0.261, 5.359, 4.975], [2.837, 2.752, 3.510], [5.236, 0.687, 4.997], [0.338, -0.736, -3.903], [1.764, -6.122, -0.126], [-7.303, -3.171, 0.192], [5.088, 3.189, 0.151], [6.483, -1.108, 2.516], [-4.104, 0.297, -1.075], [2.446, -3.604, 1.090], [-2.738, 3.942, -3.928], [2.410, -3.446, -6.524], [1.393, 3.483, 6.238], [4.103, 0.613, -4.438], [0.512, 6.030, 0.633], [-7.952, -3.910, -1.865], [2.093, 2.646, 6.226], [3.565, -2.357, -3.445], [-0.060, 0.887, 6.093], [6.367, 2.421, -4.438], [-0.666, -4.880, 3.276], [-2.931, 5.302, 0.876], [-2.596, -3.710, -1.979], [3.321, 1.308, 0.809]], "relative_energy_kcal_mol": 0.0, "charge": 0, "homo_energy_ev": -9.43, "lumo_energy_ev": 0.42, "e_tot_ha": -3498.0910, "orbital_gap_ev": 9.86}



# 2
{"formula": "CBr2S", "method": "the ωB97M-V functional and the def2-TZVPD basis", "species": ["Br", "S", "Br", "C"], "coordinates": [[1.732, -1.269, -0.138], [-2.300, -0.176, 0.432], [0.838, 1.696, 0.228], [0.400, -0.043, -0.177]], "relative_energy_kcal_mol": 111.6, "charge": 0, "homo_energy_ev": [-9.07, -9.06], "lumo_energy_ev": [-2.13, -2.15], "e_tot_ha": -5584.1041, "orbital_gap_ev": [6.94, 6.91]}



# 3
{"formula": "C9H13FN3O9PS", "method": "the ωB97M-V functional and the def2-TZVPD basis", "species": ["H", "H", "H", "H", "H", "H", "H", "C", "O", "O", "C", "C", "N", "F", "O", "H", "H", "H", "O", "C", "P", "H", "O", "N", "C", "C", "H", "S", "C", "O", "O", "O", "O", "H", "C", "C", "N"], "coordinates": [[-0.381, 0.755, -2.369], [-2.023, 2.042, 0.510], [1.552, 0.995, -4.140], [-5.750, -0.835, 3.989], [4.587, -2.136, -0.687], [-4.047, -0.665, 3.817], [-1.858, -1.633, -0.934], [-4.974, -0.704, 3.202], [0.185, 0.990, 2.657], [2.441, 2.493, -2.972], [-1.272, 2.330, 1.292], [-0.878, 1.023, 2.106], [1.277, -1.179, -0.298], [3.044, -2.777, 1.041], [0.797, 3.521, -3.864], [-1.947, 0.148, -0.599], [3.252, 0.664, -3.675], [-0.364, 2.801, 0.839], [-5.157, 0.281, 2.316], [0.071, -0.627, -0.736], [4.167, -0.845, -1.104], [-1.750, 3.062, 2.009], [-1.671, -2.139, 1.652], [1.150, 3.012, -2.870], [2.287, 1.090, -3.277], [1.684, 0.249, -2.103], [-4.912, -1.742, 2.796], [1.457, -2.305, 0.981], [-1.641, -1.012, 1.237], [4.826, -0.540, -2.431], [0.718, -3.493, 0.607], [-1.865, 0.013, 2.149], [1.137, -1.772, 2.277], [4.664, 0.132, -0.172], [2.319, -0.615, -1.132], [-1.414, -0.808, -0.300], [0.290, 0.226, -1.814]], "relative_energy_kcal_mol": 56.6, "charge": 0, "homo_energy_ev": -4.90, "lumo_energy_ev": -2.66, "e_tot_ha": -2031.1581, "orbital_gap_ev": 2.25}



# 4
{"formula": "C35H33BrN2O3S", "method": "the ωB97M-V functional and the def2-TZVPD basis", "species": ["H", "H", "O", "H", "C", "C", "H", "H", "N", "C", "C", "H", "S", "O", "H", "C", "H", "H", "C", "H", "H", "C", "C", "H", "C", "C", "C", "H", "C", "C", "C", "H", "H", "C", "C", "C", "C", "C", "C", "C", "C", "C", "H", "C", "H", "C", "O", "C", "H", "H", "C", "Br", "H", "H", "H", "C", "H", "C", "N", "C", "H", "H", "H", "H", "C", "H", "H", "H", "H", "C", "H", "C", "C", "H", "C"], "coordinates": [[-2.619, 2.613, 4.540], [-0.421, -4.626, 7.419], [-4.172, 1.387, 3.131], [-1.012, 3.046, 3.879], [-0.864, -1.008, 0.619], [4.842, -1.662, 0.618], [-1.611, -1.386, 4.256], [-1.659, -0.162, -6.826], [-1.867, 1.271, 3.149], [5.397, -2.609, -0.258], [3.190, -3.107, -1.126], [1.095, -0.391, 1.197], [-0.004, 0.903, -4.611], [0.162, 2.210, -3.997], [-1.156, 1.733, 5.074], [-1.664, 1.846, -1.003], [0.913, 3.710, -8.575], [-1.867, 0.497, -9.212], [-3.444, 0.521, 0.207], [-1.489, -1.646, -0.016], [-0.594, 2.443, -10.103], [-3.250, 3.019, 0.388], [-0.773, 0.535, 2.543], [-4.154, 3.000, 1.002], [-0.490, 2.145, -9.059], [0.506, 2.465, -6.869], [0.153, -3.907, 6.837], [-2.978, 5.150, 0.568], [-1.650, 2.217, 4.221], [0.211, -2.101, 5.192], [2.274, -2.913, 6.203], [1.113, -1.118, -3.814], [4.981, -4.107, -1.775], [-3.117, 0.949, 2.684], [1.551, -3.842, 6.964], [-0.523, -1.226, 4.293], [-1.064, 0.664, -7.220], [1.620, -2.051, 5.318], [-0.970, 3.039, -1.216], [0.525, -1.041, 0.533], [-0.177, 1.349, -6.379], [3.467, -1.427, 0.624], [-3.484, -0.955, 1.802], [-2.587, 4.222, 0.141], [-0.095, 1.242, 2.024], [-1.415, 4.229, -0.630], [-1.170, 0.092, -4.273], [2.615, -2.113, -0.287], [-3.303, -0.227, -0.579], [-1.591, -3.086, 5.838], [-1.200, 1.052, -8.558], [2.872, 0.002, -5.245], [-0.089, 3.022, -1.857], [1.138, 3.055, -6.204], [3.359, -2.861, 6.296], [0.030, -0.255, 3.540], [5.481, -1.110, 1.311], [1.207, -1.860, -0.358], [-1.507, -0.278, 1.556], [-0.506, -3.049, 5.960], [1.080, 0.040, 3.638], [2.069, -4.515, 7.652], [3.038, -0.740, 1.355], [2.186, -1.339, 4.712], [-2.762, 1.817, -0.139], [-0.864, 5.159, -0.789], [-4.517, 0.702, 0.341], [-1.347, 0.931, -1.506], [0.634, -2.415, -1.108], [0.359, 2.852, -8.205], [2.517, -3.706, -1.739], [-2.940, -0.037, 1.532], [1.343, -0.141, -4.229], [6.479, -2.769, -0.271], [4.562, -3.343, -1.118]], "charge": 0, "homo_energy_ev": -5.39, "lumo_energy_ev": -2.41, "e_tot_ha": -4660.7913, "orbital_gap_ev": 2.98}



# 5
{"formula": "C2H34NO13", "method": "the ωB97M-V functional and the def2-TZVPD basis", "species": ["H", "C", "H", "H", "H", "H", "H", "O", "H", "H", "H", "H", "H", "O", "H", "H", "N", "H", "H", "H", "H", "H", "O", "H", "C", "H", "H", "O", "O", "H", "H", "O", "O", "H", "H", "H", "H", "O", "O", "H", "H", "H", "O", "H", "O", "H", "H", "O", "H", "O"], "coordinates": [[-1.723, 0.260, -0.547], [-1.934, 1.219, -2.317], [1.546, -1.103, 2.773], [-0.220, 3.726, 0.648], [-3.975, -0.841, 0.489], [0.521, -2.485, 2.856], [1.477, 1.194, 4.064], [-0.239, -2.156, -2.405], [-0.544, 0.451, 2.110], [0.889, -3.138, 1.067], [-0.646, 1.605, -0.646], [-1.802, 0.045, 1.388], [2.952, 1.789, 1.433], [1.120, -1.896, 2.404], [-0.358, -2.625, -3.248], [-2.210, 0.329, -4.248], [-1.078, 0.770, -1.155], [0.052, -1.647, -0.585], [-1.805, 2.316, 0.907], [-1.831, 2.277, -2.452], [-3.186, -1.163, 1.810], [1.591, -4.390, 0.465], [2.790, 2.741, -0.211], [4.145, 0.795, 1.438], [-1.360, 0.644, -3.701], [2.809, 3.629, -0.572], [2.251, 0.311, -0.787], [-3.115, -1.076, 0.846], [-1.196, 0.806, 1.494], [1.004, -1.596, 0.575], [-2.396, -2.895, 0.300], [0.741, -4.002, 0.666], [-2.414, 2.479, 0.165], [3.690, 2.396, -0.383], [-2.980, 1.031, -2.121], [-0.517, -0.062, -3.656], [-3.184, 2.909, 0.583], [3.085, 0.027, -0.388], [-1.872, -3.516, -0.219], [-0.342, -2.887, -1.766], [1.086, 3.027, 0.019], [-0.354, 0.139, -1.460], [3.636, 1.410, 1.960], [2.596, 0.573, 3.071], [1.728, 0.396, 3.554], [-1.380, -4.168, 0.314], [2.832, -0.917, -0.479], [0.164, 2.936, 0.277], [-0.804, 1.412, -4.111], [0.761, -1.081, -0.219]], "relative_energy_kcal_mol": 0.0, "charge": 1, "homo_energy_ev": -13.83, "lumo_energy_ev": -2.70, "e_tot_ha": -1129.2229, "orbital_gap_ev": 11.12}



# 6
{"formula": "C5H3NO2", "method": "the ωB97M-V functional and the def2-TZVPD basis", "species": ["C", "C", "C", "H", "O", "O", "H", "C", "N", "C", "H"], "coordinates": [[-0.960, -0.765, -0.015], [-0.813, 1.756, 0.101], [1.156, -0.097, -0.219], [-1.916, 1.995, 0.461], [-2.201, -0.737, -0.251], [2.185, 0.652, -0.114], [2.068, -2.376, -0.198], [-0.264, 0.446, -0.221], [-0.148, -1.889, 0.147], [1.191, -1.598, 0.090], [-0.296, 2.612, 0.219]], "relative_energy_kcal_mol": 73.6, "charge": 0, "homo_energy_ev": -9.92, "lumo_energy_ev": -1.83, "e_tot_ha": -397.4153, "orbital_gap_ev": 8.09}



# 7
{"formula": "C19H13BrF3N3O3S", "method": "the ωB97M-V functional and the def2-TZVPD basis", "species": ["F", "C", "C", "C", "C", "H", "C", "O", "C", "C", "N", "C", "C", "H", "H", "C", "H", "N", "H", "C", "C", "C", "C", "F", "H", "H", "H", "Br", "C", "H", "H", "C", "N", "S", "H", "O", "F", "H", "C", "C", "O", "H", "C"], "coordinates": [[-2.587, -2.117, 0.899], [-0.551, -1.598, 2.823], [-1.316, -2.946, -2.137], [1.403, -0.301, 3.180], [-0.347, 2.219, -2.567], [0.390, 3.017, -2.646], [-2.485, -0.823, 1.327], [2.104, -1.854, 0.153], [-1.106, -0.610, 1.964], [-0.357, 0.566, 1.751], [2.037, 0.329, -0.551], [3.173, 0.718, 0.255], [0.310, -1.333, -1.291], [-3.262, 2.458, -1.173], [-1.739, -3.961, -2.168], [2.845, 1.823, 1.267], [3.573, -0.139, 0.786], [1.404, 1.319, -1.281], [-2.813, -2.095, -3.498], [-0.218, -2.653, -1.323], [0.918, 0.731, 2.351], [-0.280, -0.310, -2.058], [0.673, -1.448, 3.428], [-2.731, -0.002, 0.298], [-0.735, 2.076, -3.563], [-1.865, 0.222, -3.391], [1.618, 2.647, 2.732], [3.100, -0.239, 4.004], [-1.901, -1.928, -2.910], [-0.726, 1.394, 1.101], [3.965, 1.084, -0.383], [-1.435, 2.602, -1.585], [1.722, 1.873, 2.092], [3.804, 3.138, 1.372], [-1.117, -2.522, 2.995], [-2.684, 2.242, -1.917], [-3.396, -0.554, 2.299], [0.249, -3.470, -0.729], [0.326, 1.039, -2.004], [1.527, -0.980, -0.504], [-1.161, 3.245, -0.595], [1.101, -2.236, 4.043], [-1.432, -0.620, -2.847]], "charge": 0, "homo_energy_ev": -8.41, "lumo_energy_ev": -0.22, "e_tot_ha": -4393.6670, "orbital_gap_ev": 8.19}